Record 1
Below is a structure of composition C32H29F6MoN8O18P2S4, with properties calculated with wB97M-V/def2-TZVPD.

```
! wB97M-V def2-TZVPD RIJCOSX def2/J DEFGRID3
* xyz -1 3
Mo 0.80419 0.05897 1.27705
O -3.01264 -1.24530 -6.51777
N -3.36063 -1.15046 -5.35914
O -4.50271 -0.92228 -5.00545
C -2.31909 -1.31492 -4.30461
C -1.05083 -1.23576 -4.74309
C 0.04727 -1.40162 -3.84224
C 1.37869 -1.30531 -4.28356
C 2.38378 -1.55486 -3.38962
C 2.02337 -1.90260 -2.07429
N 0.78844 -1.92611 -1.62969
C -0.19526 -1.67129 -2.49943
C -1.57243 -1.71685 -2.02327
N -1.73758 -1.94290 -0.70700
C -2.95247 -2.03951 -0.22672
C -4.09558 -1.92632 -1.03253
C -3.94610 -1.68043 -2.37251
C -2.65041 -1.55245 -2.91394
H -0.85970 -1.04763 -5.79032
H 1.58436 -1.03481 -5.31205
H 3.42581 -1.48663 -3.66721
H 2.79294 -2.20149 -1.36266
H -3.03698 -2.22710 0.83993
H -5.08021 -2.03060 -0.59705
H -4.81026 -1.57572 -3.00667
O -0.03386 0.58164 5.67811
P 0.23318 1.04875 4.18051
O -0.87738 1.86891 3.69595
O 0.68369 -0.21438 3.37464
O 1.61482 1.89881 4.32016
P 2.79112 1.74685 3.22198
O 3.45578 0.35563 3.64566
O 3.78411 2.80736 3.21539
O 2.00190 1.48173 1.88425
H 0.55850 -0.12655 5.95406
H 2.76513 -0.32209 3.72557
O -1.47197 -3.73966 2.01111
C -0.47026 -4.56855 1.68991
C -0.79171 -5.93075 1.74385
C 0.15918 -6.89204 1.48712
C 1.47084 -6.52928 1.18186
C 1.79142 -5.19149 1.11523
C 0.83762 -4.19444 1.34845
C 1.26299 -2.78738 1.22886
O 0.34817 -1.85068 1.25006
N 2.51692 -2.50074 1.11682
N 2.68897 -1.09612 1.02322
C 3.88523 -0.78164 0.68294
S 4.41812 0.84661 0.44430
C 6.16137 0.43287 0.36605
C 6.27527 -0.89617 -0.35086
S 5.08904 -2.03716 0.40362
H -1.21856 -2.79677 2.05812
H -1.80729 -6.19539 2.00575
H -0.11813 -7.93836 1.52863
H 2.22563 -7.28253 1.00200
H 2.79682 -4.87743 0.86933
H 6.55200 0.38197 1.38289
H 6.65210 1.24127 -0.17470
H 7.26731 -1.33635 -0.25027
H 6.02665 -0.78441 -1.40644
F -0.20476 1.24162 -3.16896
C 0.33365 2.36542 -2.66166
F -0.61306 3.00192 -2.00645
F 0.77997 3.08649 -3.67386
S 1.77106 1.78735 -1.62874
O 1.21444 0.71810 -0.79377
O 2.61612 1.25064 -2.65723
N 2.42618 2.86504 -0.77334
S 2.42247 4.44527 -0.83858
O 3.71237 4.92607 -1.22205
O 1.25036 4.99782 -1.45703
C 2.27966 4.90681 0.98240
F 3.41252 5.48317 1.37125
F 2.03316 3.87818 1.76746
F 1.29012 5.79793 1.10905
C -2.49411 4.45838 1.97027
C -2.80022 3.80685 0.62458
C -2.85341 2.28214 0.66954
C -3.36408 1.66708 -0.68020
C -4.77041 2.07665 -1.10203
C -3.78842 1.76992 1.73506
O -4.82858 2.31037 2.03396
N -3.43386 0.56306 2.28866
C -2.23197 -0.12662 2.14373
O -2.07840 -1.15031 2.77517
N -1.30730 0.39828 1.27953
C -1.46774 1.70352 0.85691
O -0.46226 2.31227 0.54254
H -2.28844 5.52019 1.83504
H -1.62138 4.00382 2.44370
H -3.33742 4.35744 2.65422
H -2.02290 4.07530 -0.09263
H -3.75921 4.16453 0.24979
H -3.31444 0.57409 -0.59553
H -2.65250 1.96235 -1.44653
H -5.49076 1.96699 -0.29179
H -5.09176 1.44654 -1.93297
H -4.80469 3.11183 -1.44132
H -4.03065 0.20543 3.02147
*
```

Computed properties:
Frontier orbital gap (spin up / spin down) = 7.2 / 7.4 eV
Expectation value of S² = 2.013
E_HOMO (spin up / spin down) = -6.236 / -6.430 eV
ΔE to the lowest compared entry with this formula, charge and spin = 16.1 kcal/mol
M = 1213.77 g mol⁻¹
Electronic energy = -5972.5475 Ha

Results of the Löwdin charge analysis, in e, for atoms 1 through 99: 1.90 0.07 -0.34 0.06 -0.07 0.06 -0.16 0.00 -0.04 -0.11 0.15 -0.16 -0.13 0.16 -0.13 -0.04 -0.01 -0.06 0.13 0.12 0.11 0.08 0.10 0.11 0.10 -0.08 0.27 -0.21 -0.42 -0.23 0.26 -0.13 -0.23 -0.51 0.08 0.05 0.06 -0.25 -0.01 -0.09 -0.10 -0.03 -0.07 -0.40 -0.23 0.04 -0.18 -0.87 1.03 -0.49 -0.52 0.96 0.06 0.12 0.10 0.09 0.11 0.09 0.09 0.08 0.08 0.13 -0.66 0.15 0.16 0.60 -0.43 -0.27 -0.31 0.62 -0.28 -0.28 -0.65 0.14 0.10 0.13 -0.06 -0.16 -0.28 -0.13 -0.07 -0.41 0.10 0.23 -0.56 0.06 0.03 -0.43 0.04 0.08 0.07 0.07 0.12 0.11 0.09 0.11 0.07 0.07 0.08

***

Record 2
Below is a structure of composition C14H6Cl5F5NiO2S2, with properties calculated with wB97M-V/def2-TZVPD.

```
! wB97M-V def2-TZVPD RIJCOSX def2/J DEFGRID3
* xyz -2 1
Ni 0.26635 -0.07568 -0.03292
F 0.10477 7.23214 0.23631
C -0.26123 5.93484 0.16849
C 0.68648 4.92852 0.23406
F 1.97890 5.26432 0.36835
C 0.30520 3.60202 0.16412
F 1.28014 2.70084 0.23953
C -1.03452 3.19542 0.02464
S -1.57202 1.54254 -0.07450
C -1.94829 4.25240 -0.03410
F -3.26462 3.99552 -0.16586
C -1.58750 5.58444 0.03381
F -2.52789 6.55078 -0.03108
C -3.78309 -2.38692 -0.18668
S -2.11818 -1.66599 -0.07781
C -1.34260 -2.86458 -1.17656
O -1.66339 -1.94199 1.30529
H -3.73497 -3.42778 0.13697
H -4.15344 -2.30856 -1.20955
H -4.41847 -1.81201 0.48451
H -1.81297 -2.77419 -2.15700
H -1.47168 -3.86624 -0.76186
H -0.28357 -2.60158 -1.20980
Cl 2.05636 -0.14297 -2.76662
C 2.96815 -0.27080 -1.27850
C 2.16927 -0.55510 -0.06779
C 3.01666 -0.41627 1.13691
Cl 2.16082 -0.43588 2.65664
C 4.37512 -0.30975 1.10025
Cl 5.28752 -0.25425 2.59673
C 5.09458 -0.22641 -0.10951
Cl 6.83358 -0.14140 -0.13920
C 4.32884 -0.16791 -1.28853
Cl 5.17891 0.06465 -2.80499
O 1.27997 -1.57204 -0.10366
*
```

Computed properties:
Frontier orbital gap (spin up / spin down) = 4.6 / 3.9 eV
E_HOMO (spin up / spin down) = -0.442 / 0.321 eV
ΔE to the lowest compared entry with this formula, charge and spin = 0.0 kcal/mol
M = 601.28 g mol⁻¹
Electronic energy = -5792.4959 Ha

Want to see where the charge sits? The Löwdin charges in e are: 0.09 0.08 -0.16 -0.16 0.10 -0.24 0.09 -0.56 0.62 -0.26 0.04 -0.16 0.08 -0.27 0.71 -0.26 -0.53 0.04 0.04 0.04 0.05 0.05 0.02 0.59 -0.64 -0.57 -0.64 0.61 -0.72 0.57 -0.77 0.53 -0.73 0.56 -0.24

***

Record 3
Below is a structure of composition C42H47N9ORbS3Si, with properties calculated with wB97M-V/def2-TZVPD.

```
! wB97M-V def2-TZVPD RIJCOSX def2/J DEFGRID3
* xyz -1 1
Rb 0.61970 0.01439 -0.68110
C 1.02181 -3.60166 6.17555
C 0.95735 -3.64469 4.67251
C 0.03799 -4.44032 3.99375
C -0.06435 -4.41830 2.61621
C 0.74032 -3.58671 1.79844
N 0.51765 -3.38752 0.48456
C 0.10244 -4.38307 -0.32815
C 0.56428 -5.71971 -0.30194
C 0.24081 -6.62223 -1.29947
C -0.57515 -6.28083 -2.37781
C -0.89390 -7.26012 -3.47587
C -1.10023 -4.99271 -2.38510
C -0.79023 -4.09043 -1.38775
N -1.42288 -2.81098 -1.38584
C -2.13267 -2.28201 -0.36686
C -2.65360 -1.08749 -0.80691
C -2.18851 -0.98455 -2.13340
N -1.43809 -2.02272 -2.47852
C 1.75224 -2.88198 2.50692
C 1.81067 -2.87547 3.89171
N 2.81694 -2.21731 1.81301
C 4.09859 -2.13135 2.24521
C 4.82243 -1.48087 1.27512
C 3.88343 -1.24056 0.25852
N 2.68072 -1.68319 0.58475
H 0.29779 -4.29160 6.61146
H 0.79693 -2.60573 6.56543
H 2.00833 -3.88209 6.55472
H -0.63972 -5.07058 4.56154
H -0.81645 -5.02213 2.12146
H 1.23175 -6.01180 0.50036
H 0.64990 -7.62720 -1.24742
H -0.42671 -8.22635 -3.27834
H -0.53351 -6.91508 -4.44848
H -1.96930 -7.43031 -3.57352
H -1.77602 -4.67201 -3.17085
H -2.20917 -2.79895 0.57432
H -3.27076 -0.39114 -0.26422
H -2.36243 -0.19333 -2.84400
H 2.55224 -2.24905 4.37682
H 4.39577 -2.56808 3.18182
H 5.87006 -1.23653 1.29284
H 4.02138 -0.72897 -0.68116
N 1.97734 2.31398 -5.22441
C 1.38063 3.50807 -4.86448
C 1.17053 4.70277 -5.54738
C 0.53530 5.70808 -4.84329
C 0.12067 5.52988 -3.51199
C 0.33371 4.34164 -2.84227
C 0.97632 3.31984 -3.54063
N 1.32270 2.04615 -3.10436
C 1.90782 1.49308 -4.12635
C 2.47695 0.13763 -4.13996
C 3.32896 -0.37985 -5.06649
S 3.68782 -2.00179 -4.67708
C 2.70610 -1.86971 -3.28037
N 2.13783 -0.71730 -3.12252
H 2.32440 2.06276 -6.13106
H 1.48837 4.84563 -6.57203
H 0.35090 6.65738 -5.33008
H -0.38417 6.34090 -3.00345
H -0.00858 4.17358 -1.82800
H 3.76190 0.10102 -5.92771
H 2.56641 -2.69711 -2.59692
C -4.59819 4.42628 2.93774
Si -4.54802 2.69942 2.22588
C -6.34228 2.27664 1.81032
C -4.01210 1.45136 3.50899
C -3.60044 2.58708 0.61041
C -4.26004 2.34129 -0.57951
C -3.55729 2.24743 -1.78099
C -2.18649 2.37519 -1.70688
N -1.50273 2.62030 -0.59086
C -2.18187 2.77621 0.57211
S -1.33767 3.19716 2.02342
H -5.21365 4.43644 3.84247
H -5.03786 5.12671 2.22356
H -3.59166 4.76094 3.18258
H -6.94450 2.31607 2.72223
H -6.43818 1.26951 1.39606
H -6.77864 2.97953 1.09670
H -4.82775 1.26512 4.21363
H -3.13600 1.80565 4.04872
H -3.74552 0.50210 3.03827
H -5.33715 2.21493 -0.58635
H -4.04822 2.05555 -2.72580
H -1.58399 2.27136 -2.60823
C 1.85073 2.11466 3.81154
C 2.69838 1.82907 2.58088
S 1.82369 2.17958 1.04893
O 2.71168 1.66138 -0.06254
C 1.91121 3.97297 1.02208
C 3.30334 4.49493 0.71206
H 2.35944 1.73854 4.70048
H 0.87357 1.63816 3.73532
H 1.67577 3.18213 3.94773
H 2.92715 0.76507 2.48134
H 3.64743 2.36969 2.57728
H 1.49608 4.31439 1.96917
H 1.18336 4.25183 0.25923
H 3.98184 4.39754 1.56069
H 3.24621 5.55306 0.45253
H 3.73058 3.95141 -0.13069
*
```

Computed properties:
Frontier orbital gap = 5.3 eV
E_HOMO = -3.619 eV
ΔE to the lowest compared entry with this formula, charge and spin = 16.8 kcal/mol
M = 903.65 g mol⁻¹
Electronic energy = -3704.9836 Ha

Results of the Löwdin charge analysis, in e, for atoms 1 through 99: 0.72 -0.07 -0.31 -0.07 -0.03 -0.26 0.07 -0.27 -0.03 -0.07 -0.31 -0.08 0.00 -0.14 -0.11 -0.07 -0.08 -0.22 0.08 -0.12 -0.01 -0.08 -0.09 -0.07 -0.19 0.02 0.07 0.07 0.07 0.10 0.11 0.11 0.10 0.06 0.07 0.07 0.12 0.13 0.09 0.09 0.11 0.11 0.08 0.09 0.16 -0.19 -0.03 -0.10 -0.08 -0.01 -0.22 0.18 -0.27 -0.31 -0.36 1.03 -0.45 0.00 0.15 0.10 0.09 0.10 0.09 0.07 0.09 -0.20 0.47 -0.20 -0.20 -0.28 -0.11 -0.10 -0.21 0.01 -0.78 0.54 0.02 0.03 -0.01 0.02 0.03 0.02 0.02 0.00 0.03 0.08 0.09 0.09 -0.14 -0.38 0.75 -0.67 -0.41 -0.13 0.07 0.06 0.07 0.07 0.09

***

Q: ΔE to the lowest compared entry with this formula, charge and spin of number 2 (C14H6Cl5F5NiO2S2)?
A: 0.0 kcal/mol

***

Q: Number 1 is which compound?
A: C32H29F6MoN8O18P2S4

***

Q: Which of these has the lowest electronic energy?
A: C32H29F6MoN8O18P2S4

***

Q: Which value of M does entry 2 give?
A: 601.28 g mol⁻¹